C6H14NO | the ωB97M-V functional and the def2-TZVPD basis

```
! RIJCOSX wB97M-V def2-TZVPD def2/J DEFGRID3
* xyz -1 1
C 0.971 0.563 2.015
C 0.337 -0.508 2.895
C 0.657 0.332 0.534
N 1.426 -0.892 0.051
C -0.558 -1.684 -1.191
C 0.756 -1.009 -1.071
C -1.152 1.612 -2.433
O -1.912 0.480 -2.367
H 2.032 0.639 2.278
H 0.626 1.571 2.281
H 0.414 -1.483 2.418
H 0.790 -0.566 3.891
H -0.687 -0.243 3.178
H -0.439 0.265 0.532
H 0.901 1.262 0.021
H -0.186 1.361 -2.944
H -0.496 -2.463 -1.949
H -0.779 -2.134 -0.217
H -1.386 -0.931 -1.369
H 1.245 -0.697 -2.009
H -0.925 2.135 -1.474
H -1.635 2.390 -3.071
*
```

Computed properties:
electronic energy = -9982.8828 eV
energy relative to the best compared isomer or geometry (same formula, charge and spin) = 360.9 kJ/mol



C3H4N2S | the ωB97M-V functional and the def2-TZVPD basis

```
! RIJCOSX wB97M-V def2-TZVPD def2/J DEFGRID3
* xyz 0 1
C -0.571 -0.530 -0.397
C -1.859 -1.113 -0.081
C 0.182 0.088 0.527
N -2.195 -1.100 1.192
N 1.143 1.036 0.582
S -1.250 -0.314 2.253
H -0.455 -0.636 -1.436
H -2.443 -1.663 -0.916
H 2.061 0.807 0.948
H 0.917 1.782 1.230
*
```

Computed properties:
electronic energy = -16988.7235 eV
energy relative to the best compared isomer or geometry (same formula, charge and spin) = 267.0 kJ/mol



C5H6ClIN3P | the ωB97M-V functional and the def2-TZVPD basis

```
! RIJCOSX wB97M-V def2-TZVPD def2/J DEFGRID3
* xyz 0 1
C -2.770 0.546 -0.010
C -1.658 0.910 -0.730
C -0.481 0.167 -0.521
C -1.611 -1.108 0.983
C 2.528 -0.255 0.863
N -2.752 -0.466 0.852
N -0.487 -0.848 0.350
N 0.712 0.372 -1.093
P 1.888 -0.882 -0.755
Cl -1.577 -2.400 2.086
I -1.693 2.515 -2.094
H -3.714 1.062 -0.109
H 1.848 -0.558 1.656
H 2.627 0.829 0.854
H 3.500 -0.711 1.046
H 0.783 1.037 -1.851
H 2.858 -0.210 -1.527
*
```

Computed properties:
electronic energy = -39664.8148 eV
energy relative to the best compared isomer or geometry (same formula, charge and spin) = 0.0 kJ/mol
structure (SMILES) = CPNc1nc(Cl)ncc1I